This record from OMol25 describes a 4-piece molecular cluster, C18H33BNO4 overall at a distorted geometry. The level of theory is ωB97M-V with the def2-TZVPD basis set.

Last column: natural (NBO) charge in e.
Geometry (Å):
C  2.056  1.000  2.510  -1.0232
B  1.098  0.978  1.273  1.0016
O  1.597  1.311  0.026  -0.8783
C  -0.454  0.551  1.302  -0.0430
C  -0.758  -0.785  1.452  -0.2205
C  -2.094  -1.165  1.434  -0.0727
C  -3.089  -0.212  1.254  -0.2462
C  -2.732  1.092  1.132  0.1073
N  -1.439  1.440  1.149  -0.4189
H  2.601  0.040  2.513  0.2740
H  2.825  1.763  2.328  0.2716
H  1.575  1.167  3.479  0.2448
H  1.445  0.507  -0.511  0.5179
H  0.055  -1.495  1.568  0.2508
H  -2.337  -2.221  1.533  0.2480
H  -4.124  -0.531  1.215  0.2601
H  -3.488  1.861  1.011  0.2682
H  -1.219  2.423  1.027  0.4435
C  -4.387  4.640  4.690  -0.4309
C  -3.451  5.265  3.663  -0.4301
C  -2.997  4.048  2.876  -0.0748
O  -4.077  3.105  2.908  -0.5693
C  -5.046  3.534  3.883  -0.0680
H  -5.105  5.341  5.112  0.2349
H  -3.806  4.212  5.510  0.2072
H  -4.010  5.943  3.015  0.2132
H  -2.624  5.819  4.102  0.2300
H  -2.122  3.578  3.343  0.1588
H  -2.753  4.288  1.836  0.1684
H  -5.924  3.903  3.347  0.1772
H  -5.345  2.685  4.497  0.1932
C  0.090  -0.159  -4.585  -0.4314
C  -0.324  -1.626  -4.523  -0.4300
C  0.583  -2.161  -3.426  -0.0708
O  0.820  -1.068  -2.522  -0.5724
C  0.362  0.149  -3.123  -0.0718
H  -0.665  0.493  -5.023  0.2247
H  1.008  -0.057  -5.167  0.2122
H  -1.370  -1.703  -4.216  0.1992
H  -0.207  -2.156  -5.466  0.2326
H  1.546  -2.483  -3.829  0.1848
H  0.139  -2.996  -2.883  0.1892
H  -0.554  0.456  -2.601  0.1500
H  1.118  0.925  -2.985  0.1879
C  4.580  -3.275  -1.062  -0.4321
C  5.472  -4.219  -1.857  -0.4310
C  4.454  -5.180  -2.453  -0.0674
O  3.246  -4.431  -2.639  -0.5432
C  3.353  -3.181  -1.956  -0.0663
H  5.035  -2.305  -0.861  0.2170
H  4.313  -3.732  -0.106  0.1981
H  5.979  -3.669  -2.653  0.2052
H  6.228  -4.721  -1.256  0.2235
H  4.240  -6.007  -1.769  0.1672
H  4.776  -5.595  -3.409  0.1902
H  3.471  -2.394  -2.709  0.1645
H  2.435  -2.991  -1.397  0.1753

The energy relative to the best compared isomer or geometry (same formula, charge and spin) is 0.0 kcal/mol. Its charge is +1. Its LUMO energy is -3.96 eV.



This record from OMol25 describes C18H33CaF3NO3 as an isolated structure at a distorted geometry. The level of theory is ωB97M-V with the def2-TZVPD basis set.

Last column: natural (NBO) charge in e.
Geometry (Å):
C  0.904  2.286  -3.607  -0.6297
C  0.520  0.822  -3.834  -0.1540
C  1.762  -0.075  -4.083  -0.6081
C  -0.391  0.247  -2.744  -0.2540
C  -0.922  -1.107  -3.103  -0.5433
C  0.187  0.250  -1.327  -0.0483
O  -0.887  -0.108  -0.531  -0.5651
C  -0.664  -0.266  0.876  0.3048
C  -2.038  -0.652  1.429  -0.4410
C  -3.200  0.066  0.745  0.0204
O  -2.936  1.422  0.446  -0.7018
C  -3.734  -0.663  -0.536  0.9489
F  -3.094  -1.785  -0.853  -0.3365
F  -5.023  -0.893  -0.438  -0.3067
F  -3.598  0.122  -1.622  -0.3499
C  -0.146  1.000  1.586  -0.4696
C  0.587  0.812  2.942  0.0970
C  -0.315  1.128  4.137  -0.5994
C  1.732  1.870  3.022  -0.6123
N  1.209  -0.519  3.134  0.0155
O  0.545  -1.309  3.900  -0.3672
C  1.567  -1.207  1.873  0.0972
C  2.636  -0.512  1.043  -0.6327
C  2.179  -2.572  2.268  -0.6063
C  0.258  -1.508  1.129  -0.4437
H  0.605  2.938  -4.418  0.2366
H  0.539  2.697  -2.673  0.2336
H  1.986  2.343  -3.567  0.2324
H  -0.066  0.770  -4.791  0.0922
H  2.487  0.501  -4.642  0.2449
H  2.206  -0.418  -3.159  0.2381
H  1.473  -0.899  -4.742  0.1461
H  -1.254  0.911  -2.685  0.2406
H  -1.624  -0.972  -3.967  -0.0278
H  -1.419  -1.606  -2.280  0.3148
H  -0.108  -1.759  -3.456  0.2004
H  0.581  1.251  -1.161  0.1969
H  1.027  -0.450  -1.302  0.1713
H  -2.104  -0.462  2.492  0.2462
H  -2.203  -1.717  1.322  0.2295
H  -4.035  0.055  1.440  0.2097
H  -3.700  1.945  0.721  0.4910
H  0.480  1.614  0.951  0.2159
H  -1.010  1.614  1.807  0.2498
H  -1.332  0.774  4.011  0.2007
H  -0.377  2.213  4.169  0.2106
H  0.136  0.825  5.069  0.2472
H  1.768  2.251  4.035  0.2272
H  2.704  1.425  2.859  0.2205
H  1.550  2.728  2.384  0.2074
H  2.420  0.531  0.832  0.2084
H  2.868  -1.051  0.133  0.2084
H  3.548  -0.504  1.633  0.2374
H  1.424  -3.323  2.448  0.2225
H  2.923  -2.890  1.548  0.2056
H  2.714  -2.447  3.202  0.2409
H  -0.253  -2.273  1.698  0.2377
H  0.541  -1.971  0.186  0.2048
Ca  -1.633  -1.492  -5.949  1.9446

The spin multiplicity is 2. As for the expectation value of S²: 0.754. Its charge is +2. Its LUMO energy (spin up / spin down) is -10.33 / -10.33 eV.



This record from OMol25 describes a 4-piece molecular cluster, C18H33ClN6 overall at a distorted geometry. The level of theory is ωB97M-V with the def2-TZVPD basis set.

Last column: natural (NBO) charge in e.
Geometry (Å):
C  7.497  -6.763  -9.044  -0.6647
C  6.222  -5.993  -9.229  -0.2214
N  6.446  -4.533  -9.344  -0.2671
C  5.753  -3.674  -10.138  -0.0299
C  6.232  -2.438  -10.039  -0.0407
N  7.268  -2.529  -9.148  -0.2791
C  7.348  -3.816  -8.703  0.2402
C  8.139  -1.479  -8.870  -0.4174
H  7.367  -7.837  -9.183  0.3029
H  7.780  -6.742  -7.990  0.2094
H  8.344  -6.484  -9.670  0.2104
H  5.402  -6.292  -8.575  0.2604
H  5.726  -6.194  -10.181  0.2264
H  4.882  -4.094  -10.618  0.2508
H  5.982  -1.484  -10.474  0.2627
H  8.139  -4.204  -8.081  0.2414
H  7.692  -0.497  -9.012  0.2463
H  8.969  -1.648  -9.557  0.2265
H  8.530  -1.550  -7.856  0.2321
C  0.152  -5.931  -3.506  -0.6479
C  0.578  -7.309  -3.070  -0.2268
N  1.703  -7.795  -3.769  -0.2796
C  2.027  -7.683  -5.081  -0.0446
C  3.238  -8.357  -5.340  -0.0358
N  3.629  -8.919  -4.137  -0.2799
C  2.702  -8.556  -3.190  0.2316
C  4.855  -9.643  -3.884  -0.4220
H  0.994  -5.324  -3.839  0.2210
H  -0.372  -5.266  -2.819  0.2585
H  -0.621  -5.978  -4.274  0.2298
H  -0.273  -7.969  -3.238  0.2315
H  0.808  -7.337  -2.005  0.2270
H  1.340  -7.189  -5.750  0.2483
H  3.808  -8.492  -6.249  0.3077
H  2.624  -8.864  -2.159  0.2416
H  4.980  -10.567  -4.449  0.2627
H  4.807  -10.069  -2.880  0.2208
H  5.798  -9.101  -3.917  0.2305
C  8.741  -9.265  -5.159  -0.6568
C  10.014  -10.041  -5.348  -0.2230
N  11.017  -9.243  -6.108  -0.2815
C  10.842  -8.500  -7.261  -0.0341
C  11.965  -7.850  -7.604  -0.0535
N  12.961  -8.425  -6.808  -0.2796
C  12.363  -9.239  -5.878  0.2575
C  14.350  -8.054  -6.896  -0.4318
H  8.049  -9.312  -6.000  0.2727
H  8.862  -8.229  -4.842  0.2155
H  8.176  -9.770  -4.374  0.2293
H  9.808  -10.922  -5.956  0.2375
H  10.306  -10.371  -4.353  0.2404
H  9.854  -8.498  -7.698  0.2602
H  12.208  -7.207  -8.436  0.2549
H  12.993  -9.793  -5.199  0.2523
H  14.719  -8.734  -7.668  0.2354
H  15.021  -8.438  -6.128  0.2552
H  14.375  -7.010  -7.197  0.2406
Cl  5.684  -9.506  -7.710  -0.9548

The energy relative to the best compared isomer or geometry (same formula, charge and spin) is 50.9 kcal/mol. Its charge is +2. Its LUMO energy is -4.35 eV.



This record from OMol25 describes C18H33CrN3O3 as an isolated structure at a distorted geometry. The level of theory is ωB97M-V with the def2-TZVPD basis set.

Last column: natural (NBO) charge in e.
Geometry (Å):
C  2.875  -1.441  -3.058  -0.5272
C  2.612  -2.829  -2.920  0.3041
H  3.865  -1.145  -2.651  0.2774
H  2.654  -0.950  -4.023  0.2870
C  1.541  -3.504  -2.215  -0.0874
C  0.551  -3.087  -1.331  -0.0725
H  0.715  -2.343  -0.482  0.2233
H  -0.507  -2.975  -1.692  0.2352
C  3.561  -3.687  -3.645  -0.6953
H  4.276  -3.049  -4.150  0.2561
H  3.073  -4.315  -4.378  0.2731
H  4.078  -4.352  -2.966  0.2690
C  1.464  -4.979  -2.330  -0.6497
H  2.351  -5.489  -1.979  0.2695
H  1.346  -5.327  -3.346  0.2470
H  0.629  -5.352  -1.744  0.2453
Cr  -0.983  1.564  1.333  1.3364
O  -0.123  0.787  -0.142  -0.8359
C  -0.538  0.206  -1.275  0.5250
O  -2.727  1.380  0.267  -0.6943
C  -2.869  0.701  -0.766  0.9384
O  -4.052  0.530  -1.311  -0.4188
N  -1.894  0.054  -1.495  -0.4626
C  -3.913  -0.271  -2.535  -0.0896
C  -2.487  -0.719  -2.602  -0.2307
H  -4.151  0.367  -3.393  0.2261
H  -4.617  -1.109  -2.465  0.2292
H  -1.988  -0.450  -3.531  0.2420
H  -2.384  -1.798  -2.429  0.2025
C  0.424  0.102  -2.322  -0.4342
C  1.828  -0.009  -1.849  -0.3352
H  0.163  -0.806  -3.072  0.1912
H  2.179  -0.449  -0.855  0.2013
H  2.454  0.881  -2.140  0.2232
C  1.794  0.569  2.248  -0.4151
N  0.836  1.670  2.503  -0.4890
C  1.508  2.968  2.228  -0.4339
C  0.362  1.597  3.926  -0.2423
C  -0.780  2.585  4.163  -0.2426
N  -1.803  2.530  3.041  -0.5038
C  -2.983  1.723  3.440  -0.4317
C  -2.231  3.893  2.640  -0.4255
H  2.632  0.629  2.961  0.2101
H  2.191  0.640  1.229  0.2250
H  1.286  -0.395  2.374  0.2069
H  1.853  2.972  1.185  0.2280
H  0.818  3.809  2.373  0.2081
H  2.380  3.092  2.893  0.2182
H  0.030  0.565  4.115  0.2147
H  1.201  1.820  4.610  0.2278
H  -1.298  2.335  5.103  0.2352
H  -0.397  3.613  4.237  0.2247
H  -3.451  2.189  4.321  0.2179
H  -3.694  1.679  2.605  0.2334
H  -2.663  0.701  3.685  0.2089
H  -2.742  4.379  3.484  0.2209
H  -1.350  4.482  2.353  0.2095
H  -2.902  3.819  1.775  0.2259

The energy relative to the best compared isomer or geometry (same formula, charge and spin) is 0.0 kcal/mol. The spin multiplicity is 5. As for the expectation value of S²: 6.369. Its charge is +2. Its LUMO energy (spin up / spin down) is -8.41 / -7.60 eV.



Number 1: total energy -29551.751 eV. Number 2: total energy -53405.030 eV. Number 3: total energy -40649.423 eV. Number 4: total energy -58216.566 eV.